Entry 1:
{
  "formula": "C30H26BrGeN3O2RhS",
  "method": "ωB97M-V with the def2-TZVPD basis set",
  "relative_energy_kcal_mol": 22.2,
  "charge": 2,
  "e_homo_ev": [-14.10, -14.08],
  "max_force_ev_per_a": 0.89,
  "energy_ev": -180485.006,
  "spin_multiplicity": 2,
  "gap_ha": [0.2642, 0.2347],
  "s_squared": 0.756,
  "species": ["Rh", "Br", "C", "C", "C", "C", "C", "N", "C", "O", "O", "H", "H", "H", "N", "C", "S", "N", "C", "C", "C", "C", "C", "C", "H", "H", "H", "H", "H", "H", "H", "H", "C", "Ge", "C", "C", "C", "C", "C", "C", "C", "C", "C", "C", "C", "C", "C", "C", "C", "C", "H", "H", "H", "H", "H", "H", "H", "H", "H", "H", "H", "H", "H", "H", "H"],
  "xyz": [[1.17508, -0.81290, 0.58967], [4.24830, -2.81956, -0.07038], [4.28636, -0.94981, -0.09260], [5.50262, -0.31190, -0.27021], [5.52323, 1.06260, -0.41714], [4.32421, 1.75567, -0.44250], [3.15860, 1.05200, -0.25202], [3.12880, -0.28253, -0.02117], [1.81551, 1.70887, -0.40328], [1.70453, 2.86249, -0.68800], [0.79554, 0.87600, -0.23972], [6.40518, -0.90344, -0.31001], [6.46324, 1.58129, -0.54982], [4.25837, 2.81957, -0.62261], [-2.83841, -1.26259, -0.31326], [-2.57691, -1.03267, 0.97666], [-1.04673, -0.36609, 1.45017], [-3.52656, -1.20250, 1.87497], [-3.42200, -1.01949, 3.30438], [-3.72326, -2.09347, 4.12688], [-3.67524, -1.92169, 5.50166], [-3.33223, -0.68753, 6.03684], [-3.05243, 0.38442, 5.19946], [-3.10716, 0.22566, 3.82358], [-2.19364, -0.91858, -1.00820], [-3.75834, -1.53074, -0.63131], [-4.44670, -1.45594, 1.53405], [-4.00680, -3.04867, 3.70175], [-3.91461, -2.75062, 6.15338], [-3.30178, -0.55448, 7.10945], [-2.81239, 1.35280, 5.61606], [-2.92897, 1.06612, 3.16483], [-1.67444, -3.86937, 1.45637], [-0.25689, -2.94497, 0.53196], [-0.26384, -3.18517, -1.35999], [0.66924, -2.57293, -2.20545], [0.62595, -2.81157, -3.56902], [-0.33827, -3.66377, -4.09279], [-1.26512, -4.27751, -3.26140], [-1.23677, -4.03454, -1.89613], [1.35168, -3.05554, 1.66879], [1.72895, -2.09175, 2.57464], [2.78232, -2.28452, 3.49562], [3.39413, -3.49966, 3.53803], [3.03504, -4.54240, 2.64025], [3.68670, -5.79573, 2.68569], [3.37676, -6.77646, 1.78780], [2.39581, -6.54848, 0.80096], [1.73862, -5.35092, 0.74225], [2.03761, -4.31541, 1.65741], [-1.38774, -4.92499, 1.44697], [-2.64289, -3.78171, 0.97317], [-1.71065, -3.54507, 2.49378], [1.43887, -1.92400, -1.80346], [1.34544, -2.33924, -4.22413], [-0.36487, -3.85206, -5.15780], [-2.00970, -4.94386, -3.67562], [-1.96679, -4.51730, -1.25731], [1.16052, -1.16253, 2.69778], [3.06492, -1.48760, 4.16912], [4.17713, -3.68841, 4.26230], [4.44139, -5.96395, 3.44364], [3.88317, -7.73106, 1.82800], [2.16233, -7.32717, 0.08747], [1.00049, -5.20210, -0.04014]]
}



Entry 2:
{
  "formula": "C24H29CuNO3PTe2",
  "method": "ωB97M-V with the def2-TZVPD basis set",
  "relative_energy_kcal_mol": 11.5,
  "charge": -1,
  "e_homo_ev": [-2.38, -3.96],
  "max_force_ev_per_a": 0.71,
  "energy_ev": -101510.702,
  "spin_multiplicity": 2,
  "gap_ha": [0.1765, 0.2338],
  "s_squared": 0.758,
  "species": ["Cu", "O", "C", "O", "C", "C", "C", "C", "C", "N", "H", "H", "H", "H", "C", "P", "C", "C", "O", "H", "H", "H", "H", "H", "H", "H", "H", "H", "C", "C", "C", "C", "C", "C", "Te", "C", "C", "C", "H", "H", "H", "H", "H", "H", "H", "H", "H", "H", "H", "Te", "C", "C", "C", "C", "C", "C", "H", "H", "H", "H", "H"],
  "xyz": [[0.68700, 2.02199, -0.56325], [4.09987, 1.53329, 1.56974], [2.99106, 1.60745, 1.04318], [2.70371, 1.90848, -0.15480], [1.78163, 1.32064, 1.95880], [1.97561, 0.86678, 3.25453], [0.87192, 0.64314, 4.05789], [-0.38921, 0.89225, 3.54787], [-0.49462, 1.35515, 2.24659], [0.56863, 1.56132, 1.46994], [2.99029, 0.69517, 3.58369], [0.99005, 0.27371, 5.06967], [-1.27936, 0.72214, 4.13933], [-1.45990, 1.54816, 1.79194], [1.35043, 4.93815, 1.53652], [0.93577, 5.02513, -0.20627], [0.36924, 6.72149, -0.44657], [2.47030, 4.89614, -1.11838], [-0.12112, 4.05064, -0.64877], [2.05521, 5.72628, 1.80452], [1.79064, 3.96656, 1.76058], [0.43057, 5.04991, 2.11078], [1.14553, 7.44245, -0.18480], [-0.51308, 6.89050, 0.17181], [0.09074, 6.84549, -1.49376], [3.19242, 5.64996, -0.79905], [2.23686, 5.02396, -2.17714], [2.87903, 3.89244, -0.95838], [-0.20262, -7.63436, -1.52125], [0.10260, -6.17700, -1.29244], [1.18238, -5.56165, -1.90443], [1.49387, -4.21925, -1.68166], [2.68723, -3.63066, -2.39013], [0.70495, -3.46152, -0.80080], [1.22041, -1.45567, -0.33172], [-0.41486, -4.06813, -0.19643], [-1.32749, -3.30276, 0.72877], [-0.69132, -5.40815, -0.44996], [0.45796, -8.05942, -2.27801], [-1.23344, -7.77971, -1.85257], [-0.07248, -8.21171, -0.60232], [1.80640, -6.13835, -2.58292], [3.04149, -4.30689, -3.17138], [3.50602, -3.44678, -1.68989], [2.44376, -2.66593, -2.83367], [-0.78741, -2.95840, 1.61410], [-2.16551, -3.92833, 1.04514], [-1.71789, -2.40527, 0.24504], [-1.55593, -5.86513, 0.02639], [-0.40266, 0.35341, -2.19768], [-2.36268, 0.54825, -1.40909], [-3.28465, -0.49013, -1.54107], [-4.55228, -0.40004, -0.97694], [-4.92814, 0.73547, -0.27348], [-4.02271, 1.78322, -0.14490], [-2.75185, 1.69342, -0.70292], [-3.00295, -1.38457, -2.08607], [-5.24701, -1.22528, -1.08570], [-5.91409, 0.80343, 0.17028], [-4.30619, 2.68084, 0.39414], [-2.05209, 2.51828, -0.59266]]
}



Entry 3:
{
  "formula": "C46H57EuFN9P2SiTe",
  "method": "ωB97M-V with the def2-TZVPD basis set",
  "relative_energy_kcal_mol": 0.0,
  "charge": -1,
  "e_homo_ev": [-4.10, -4.13],
  "max_force_ev_per_a": 2.74,
  "energy_ev": -117837.736,
  "spin_multiplicity": 8,
  "gap_ha": [0.2339, 0.2350],
  "s_squared": 15.759,
  "species": ["Eu", "C", "Si", "C", "C", "N", "C", "C", "C", "C", "C", "C", "F", "H", "H", "H", "H", "H", "H", "H", "H", "H", "H", "H", "H", "H", "N", "C", "C", "C", "N", "H", "H", "H", "H", "H", "H", "H", "H", "H", "H", "C", "N", "P", "C", "C", "C", "C", "C", "C", "C", "C", "C", "C", "C", "C", "P", "C", "C", "C", "C", "C", "C", "C", "C", "C", "C", "C", "C", "H", "H", "H", "H", "H", "H", "H", "H", "H", "H", "H", "H", "H", "H", "H", "H", "H", "H", "H", "H", "H", "H", "H", "N", "C", "C", "N", "C", "C", "N", "H", "H", "H", "H", "H", "Te", "N", "C", "C", "C", "N", "C", "C", "H", "H", "H", "H", "H", "H"],
  "xyz": [[0.56396, 1.39134, -1.06052], [3.56373, -1.19853, 2.84975], [2.63834, 0.38453, 2.57353], [0.89447, -0.00841, 3.02747], [3.26137, 1.77681, 3.72306], [2.75280, 1.00380, 0.96194], [4.01453, 1.22882, 0.48188], [5.19816, 1.19102, 1.29708], [6.45598, 1.49452, 0.82255], [6.71444, 1.80943, -0.49294], [5.62188, 1.80155, -1.37252], [4.39585, 1.52588, -0.85387], [3.40234, 1.48358, -1.76258], [3.55352, -1.59096, 3.88431], [4.63734, -1.12786, 2.58468], [3.04160, -1.99378, 2.29689], [0.85367, -0.84648, 3.76495], [0.26672, -0.42277, 2.19836], [0.36696, 0.82004, 3.56123], [4.10626, 1.51518, 4.41324], [2.43486, 2.16241, 4.32554], [3.59538, 2.62963, 3.16270], [5.07127, 0.99872, 2.37003], [7.28160, 1.64064, 1.52579], [7.72445, 2.00457, -0.81097], [5.70249, 2.11308, -2.37941], [-0.33126, 2.39878, 1.17624], [-0.47103, 3.84983, 1.29092], [0.87282, 4.56742, 1.11160], [1.14814, 4.99995, -0.31079], [1.46534, 3.83491, -1.17880], [-1.15637, 1.87283, 1.52473], [0.42936, 2.01790, 1.72286], [-0.91901, 4.18310, 2.20987], [-1.15958, 4.16859, 0.50861], [1.68163, 3.88077, 1.44268], [1.02567, 5.39670, 1.78280], [1.99965, 5.65777, -0.40333], [0.24147, 5.46670, -0.68887], [2.47459, 3.62323, -1.04774], [1.34413, 4.08812, -2.14461], [-2.74005, -4.42607, -0.69757], [-2.02326, -3.18822, -0.81535], [-1.22104, -2.40136, 0.35542], [-2.40283, -2.47007, 1.79707], [-3.00850, -1.28255, 2.04881], [-3.84218, -1.10687, 3.11216], [-4.20617, -2.18531, 3.89752], [-3.54789, -3.39839, 3.66073], [-2.65664, -3.55383, 2.60355], [-0.00121, -3.70565, 1.06412], [0.69802, -4.50722, 0.18698], [1.73583, -5.36176, 0.59348], [2.04947, -5.37738, 1.98087], [1.38501, -4.56713, 2.87158], [0.34209, -3.76586, 2.42018], [-2.56332, 2.44935, -1.31275], [-3.63588, 2.99684, 0.03567], [-3.79086, 4.34611, 0.37963], [-4.56286, 4.79292, 1.42928], [-5.25470, 3.88065, 2.17253], [-5.13779, 2.52309, 1.86085], [-4.35808, 2.08865, 0.81002], [-3.70286, 1.36728, -2.20202], [-4.66262, 1.91441, -3.09414], [-5.64105, 1.13586, -3.69335], [-5.68022, -0.25028, -3.37972], [-4.77891, -0.76543, -2.45031], [-3.79068, 0.02758, -1.89264], [-3.73309, -4.39813, -0.22410], [-2.11902, -5.22164, -0.22289], [-2.93453, -4.73562, -1.72079], [-2.77804, -0.42439, 1.42535], [-4.29247, -0.12889, 3.38687], [-4.84318, -2.03826, 4.75513], [-3.75047, -4.24494, 4.32940], [-2.20432, -4.50496, 2.40001], [0.46769, -4.43243, -0.87819], [2.29006, -5.89931, -0.12581], [2.85809, -5.96801, 2.37451], [1.66268, -4.56434, 3.90766], [-0.13231, -3.15619, 3.16279], [-3.20854, 5.05740, -0.24325], [-4.62100, 5.83189, 1.63060], [-5.91575, 4.16829, 3.04471], [-5.66983, 1.81063, 2.46397], [-4.46121, 1.03218, 0.62509], [-4.73707, 3.00141, -3.23158], [-6.38607, 1.51929, -4.35162], [-6.31873, -0.99641, -3.87156], [-4.86242, -1.82031, -2.18073], [-3.15351, -0.46479, -1.14820], [-1.70453, -2.31411, -3.49929], [-1.11117, -1.28189, -4.03621], [-0.80610, -0.19121, -3.16694], [-0.14624, 0.87652, -3.54166], [0.12041, 1.02703, -4.85072], [-0.24081, 0.04307, -5.73222], [-0.79805, -1.15683, -5.34655], [-1.98716, -2.90716, -1.80258], [-1.90489, -3.00294, -4.23199], [-1.22435, -0.19545, -2.10375], [0.64293, 1.91764, -5.21761], [-0.02888, 0.12284, -6.78834], [-1.98841, 4.46153, -2.56166], [5.83824, -2.59340, -1.99085], [4.50006, -2.13837, -1.88981], [3.85633, -1.69450, -3.06069], [2.54983, -1.17593, -2.93313], [1.89053, -1.11720, -1.76082], [2.51964, -1.66393, -0.72261], [3.82581, -2.14439, -0.70473], [6.35192, -2.09267, -2.68436], [6.39536, -2.51964, -1.12949], [4.37825, -1.65654, -3.99607], [1.95474, -0.83147, -3.79768], [1.92445, -1.73380, 0.18738], [4.27484, -2.46238, 0.22400]]
}